Record 1
Formula: C32H24Cl2N5ORuS3
Source: the OMol25 dataset
Level of theory: ωB97M-V with the def2-TZVPD basis set

Last column: Löwdin charge in e.
Cartesian coordinates (Å):
Ru (-0.237653, 1.606908, 1.674472)  0.81
C (0.767353, -1.513609, 3.215246)  -0.01
C (1.415546, -0.511030, 2.332601)  -0.26
N (0.846359, -0.121194, 1.206188)  -0.11
N (1.753285, 0.048546, 0.141089)  -0.05
C (1.616882, 1.058199, -0.626969)  -1.08
S (0.565570, 2.425634, -0.336694)  0.64
S (2.479825, 1.174955, -2.138786)  0.94
C (3.570374, -0.286576, -2.109642)  -0.39
C (2.977722, -1.474320, -2.819645)  -0.30
C (2.005585, -2.262684, -2.205454)  -0.06
C (1.469768, -3.357796, -2.864973)  -0.09
C (1.892518, -3.676506, -4.150100)  -0.09
C (2.856639, -2.894943, -4.767634)  -0.07
C (3.398179, -1.802273, -4.102885)  -0.04
C (2.669497, 0.142050, 2.674330)  -0.13
C (3.864662, -0.460491, 3.052519)  0.00
C (4.966651, 0.321744, 3.347901)  -0.06
C (4.861588, 1.708903, 3.297241)  -0.04
C (3.664657, 2.323319, 2.971067)  0.02
C (2.549583, 1.551270, 2.664960)  -0.29
O (1.380349, 2.196934, 2.464987)  -0.32
H (0.882247, -2.486942, 2.727501)  0.11
H (1.248940, -1.544320, 4.189223)  0.10
H (-0.301864, -1.360911, 3.344176)  0.03
H (4.481301, 0.044575, -2.606319)  0.08
H (3.801257, -0.501044, -1.068247)  0.08
H (1.686983, -2.016774, -1.199456)  0.09
H (0.723975, -3.971114, -2.374163)  0.11
H (1.478626, -4.535565, -4.662009)  0.11
H (3.194854, -3.138086, -5.766198)  0.11
H (4.155611, -1.199107, -4.589790)  0.12
H (3.933218, -1.540906, 3.075527)  0.13
H (5.905093, -0.140619, 3.619789)  0.11
H (5.724069, 2.318424, 3.531919)  0.12
H (3.562321, 3.400274, 2.961567)  0.13
Cl (-1.037859, 3.789285, 2.350075)  0.82
C (-2.386875, 3.454137, 3.402262)  -0.61
C (-3.180000, 4.509413, 3.804036)  -0.09
C (-4.241592, 4.239963, 4.652036)  -0.04
C (-4.495633, 2.943239, 5.073711)  -0.08
C (-3.687509, 1.903309, 4.650955)  -0.68
Cl (-4.029200, 0.305907, 5.197586)  0.72
C (-2.597252, 2.135595, 3.796532)  -0.64
S (-1.568578, 0.818168, 3.294122)  0.76
H (-2.967292, 5.514481, 3.467678)  0.12
H (-4.877508, 5.047186, 4.987653)  0.12
H (-5.325679, 2.729202, 5.731860)  0.12
N (-2.566496, -3.902828, -6.970254)  0.18
C (-2.566229, -3.236376, -6.035198)  -0.17
C (-2.562690, -2.400282, -4.865181)  -0.21
C (-1.364299, -1.857673, -4.408727)  0.00
C (-1.357169, -1.054819, -3.283385)  0.01
C (-2.548742, -0.814286, -2.612820)  -0.17
C (-3.748237, -1.346060, -3.060381)  0.01
C (-3.754716, -2.138705, -4.194482)  0.00
N (-2.528848, 0.008676, -1.446343)  0.01
C (-3.469781, 0.935376, -1.051461)  -0.01
C (-2.984908, 1.506923, 0.079170)  -0.10
N (-1.771264, 0.932962, 0.384671)  -0.17
C (-1.530693, 0.033520, -0.548816)  -0.15
H (-0.441740, -2.054098, -4.937292)  0.12
H (-0.429718, -0.600820, -2.956223)  0.11
H (-4.666887, -1.165026, -2.519016)  0.12
H (-4.679498, -2.566337, -4.555354)  0.13
H (-4.363357, 1.123789, -1.618221)  0.13
H (-3.414038, 2.285431, 0.685939)  0.11
H (-0.667280, -0.604179, -0.598468)  0.12

Atoms 1-6, force components in eV/Å:
Ru 0.27 0.04 0.93
C 0.04 0.09 0.16
C 0.00 0.14 0.00
N -0.28 -0.45 -0.35
N 0.14 0.10 0.01
C -0.07 -0.10 -0.09

Calculated values
Multiplicity ... 1
Net charge ... +1
LUMO energy (spin up / spin down) ... -5.53 / -5.54 eV
Orbital gap (spin up / spin down) ... 5.35 / 5.34 eV
ΔE to the lowest compared entry with this formula, charge and spin ... 0.0 kcal per mole
HOMO energy (spin up / spin down) ... -10.9 / -10.9 eV

Record 2
Formula: C3H10N2OS
Source: the OMol25 dataset
Level of theory: ωB97M-V with the def2-TZVPD basis set

Last column: Löwdin charge in e.
Cartesian coordinates (Å):
C (-1.972034, -1.182743, -0.140670)  -0.09
C (2.287515, 1.320251, 0.010153)  -0.24
C (-1.867440, 0.312593, 0.041052)  -0.44
N (1.987692, -1.297926, 0.262884)  -0.24
N (-0.943280, 0.850206, 0.931911)  0.02
O (0.809156, -0.080024, -1.640435)  -0.42
S (1.202433, -0.064688, -0.246553)  0.68
H (-2.784639, -1.224702, -0.866702)  0.08
H (-1.021554, -1.565461, -0.533782)  0.04
H (-2.155052, -1.724378, 0.814938)  0.09
H (2.122252, 2.369551, -0.290443)  0.07
H (2.476955, 1.418666, 1.122722)  0.07
H (3.324283, 0.983400, -0.407329)  0.09
H (-1.738803, 1.006951, -0.822263)  0.12
H (-2.737718, 0.628727, 0.539171)  0.10
H (1.765154, -1.993573, -0.493820)  0.03
H (-0.754915, 0.243147, 1.719163)  0.04

Atoms 1-6, force components in eV/Å:
C 0.54 0.28 -0.23
C 3.51 0.36 1.67
C 0.76 0.73 -0.39
N -0.34 -0.27 -0.69
N 2.87 0.36 0.64
O -0.54 0.19 -0.66

Calculated values
Multiplicity ... 1
Net charge ... 0
LUMO energy (spin up / spin down) ... -0.10 / -1.10 eV
Orbital gap (spin up / spin down) ... 8.61 / 8.05 eV
ΔE to the lowest compared entry with this formula, charge and spin ... 132.8 kcal per mole
HOMO energy (spin up / spin down) ... -8.7 / -9.2 eV

Record 3
Formula: C6H16N2OPS2
Source: the OMol25 dataset
Level of theory: ωB97M-V with the def2-TZVPD basis set

Last column: Löwdin charge in e.
Cartesian coordinates (Å):
C (-0.464119, 0.748770, -0.941018)  -0.64
C (0.306423, 0.275128, 3.447186)  -0.12
C (-0.235618, 1.035803, -3.402034)  -0.02
C (2.419102, -2.015344, -0.392797)  -0.15
C (-2.967298, 1.781442, 0.002958)  -0.25
C (1.010465, -0.861082, 2.787557)  -0.29
N (-0.908901, 1.216512, -2.085897)  -0.01
N (0.560212, -0.131254, -0.986853)  -0.04
O (0.764378, -0.909651, 1.344038)  -0.40
P (1.847760, -0.450878, 0.351936)  0.29
S (2.847605, 1.119304, 0.946336)  0.32
S (-1.386245, 0.816447, 0.553159)  1.02
H (0.877857, 1.236218, 3.305681)  0.08
H (-0.771515, 0.281383, 3.148721)  0.06
H (0.455499, 0.193259, 4.493663)  0.07
H (-0.502491, 0.083516, -3.979001)  0.13
H (-0.464236, 1.905408, -3.980746)  0.09
H (0.829150, 0.835281, -3.219303)  0.09
H (3.111032, -2.545095, 0.164916)  0.03
H (1.436794, -2.454168, -0.340750)  0.05
H (2.914411, -1.941977, -1.415442)  0.10
H (-3.452242, 2.002278, 0.934710)  0.04
H (-3.663894, 1.063410, -0.402862)  0.05
H (-2.748146, 2.597015, -0.587200)  0.01
H (0.475693, -1.774552, 3.137102)  0.13
H (2.109558, -0.917614, 3.096520)  0.14
H (-1.847545, 1.798431, -2.161956)  0.19
H (0.814573, -0.222550, -1.914237)  0.04

Atoms 1-6, force components in eV/Å:
C -0.81 -1.82 0.58
C 0.51 1.73 -0.95
C 0.12 -2.08 0.48
C -0.29 2.04 -1.93
C 0.79 -3.19 1.80
C 0.00 -1.60 1.28

Calculated values
Multiplicity ... 1
Net charge ... +1
LUMO energy ... -3.13 eV
Orbital gap ... 9.26 eV
ΔE to the lowest compared entry with this formula, charge and spin ... 0.0 kcal per mole
HOMO energy ... -12.4 eV

Record 4
Formula: C5H10NP
Source: the OMol25 dataset
Level of theory: ωB97M-V with the def2-TZVPD basis set

Last column: Löwdin charge in e.
Cartesian coordinates (Å):
C (-0.055292, 0.485588, -0.468537)  -0.20
C (0.666934, -0.877134, -0.826504)  -0.48
C (-1.453676, 0.451897, 0.068018)  -0.24
C (2.207545, -0.646064, -0.774685)  -0.07
C (-1.797485, 1.228788, 1.292254)  -0.18
N (0.393275, -1.967756, 0.037207)  -0.47
P (-0.715476, -2.292444, 1.021114)  0.80
H (0.500584, 1.136204, 0.322253)  0.14
H (-0.045902, 1.074675, -1.291280)  0.07
H (0.552859, -1.254967, -1.796526)  0.11
H (-2.336713, 0.127848, -0.497629)  0.08
H (2.418930, 0.324460, -0.209973)  0.08
H (2.585878, -0.559672, -1.797754)  0.07
H (2.689588, -1.371587, -0.140225)  0.06
H (-1.289630, 2.185950, 1.412813)  0.06
H (-1.360336, 0.720131, 2.186651)  0.06
H (-2.961082, 1.234082, 1.462802)  0.11

Atoms 1-6, force components in eV/Å:
C -0.47 -0.99 3.65
C 1.89 1.11 2.05
C -0.33 -0.89 0.11
C -0.18 2.26 0.81
C -1.33 -1.06 1.59
N 0.04 -0.36 -0.13

Calculated values
Multiplicity ... 1
Net charge ... 0
LUMO energy (spin up / spin down) ... 0.05 / 0.23 eV
Orbital gap (spin up / spin down) ... 6.90 / 7.67 eV
ΔE to the lowest compared entry with this formula, charge and spin ... 63.7 kcal per mole
HOMO energy (spin up / spin down) ... -6.9 / -7.4 eV

Record 5
Formula: C12H41N7O9
Source: the OMol25 dataset
Level of theory: ωB97M-V with the def2-TZVPD basis set

Last column: Löwdin charge in e.
Cartesian coordinates (Å):
C (3.348195, 0.493346, -2.619899)  -0.81
O (4.498291, 0.906300, -2.646588)  0.01
N (2.869085, -0.389957, -3.390049)  0.16
N (2.483578, 0.660506, -1.640793)  0.17
H (1.951476, -0.795184, -3.272219)  0.06
H (3.456896, -0.486272, -4.205703)  0.12
H (2.711108, 1.186116, -0.808890)  0.11
H (1.654590, 0.087490, -1.708156)  0.07
C (2.631263, -1.971102, 2.435165)  -0.78
O (3.597783, -2.046723, 3.194550)  -0.02
N (1.387361, -1.956988, 2.809791)  0.18
N (2.809572, -1.752100, 1.146370)  0.16
H (1.132746, -2.142482, 3.769411)  0.12
H (0.681944, -1.929407, 2.087487)  0.06
H (3.767879, -1.555312, 0.895343)  0.12
H (1.964059, -1.917172, 0.619154)  0.05
C (1.848823, -5.022722, -0.167786)  -0.76
O (1.321325, -5.334703, 0.889423)  0.02
N (3.095364, -4.632356, -0.258779)  0.17
N (1.181559, -4.824604, -1.264064)  0.17
H (3.470863, -4.254397, -1.116820)  0.11
H (3.669283, -4.599498, 0.571666)  0.12
H (0.186981, -4.736426, -1.111948)  0.07
H (1.635253, -4.553808, -2.124836)  0.10
C (-0.107892, 3.653177, -1.083182)  -0.04
C (-1.294730, 4.122139, -0.270997)  -0.48
C (-2.659046, 3.501285, -0.720117)  -0.13
C (-2.918287, 2.103760, -0.234211)  -0.25
C (-2.591278, 1.903356, 1.209904)  -0.16
C (-1.311653, 2.510777, 1.748240)  -0.47
N (-1.063115, 3.861021, 1.172293)  -0.10
O (0.026675, 4.606843, 1.707854)  -0.02
C (-1.401808, 2.536840, 3.309705)  -0.02
C (-0.116376, 1.593785, 1.482609)  -0.04
C (-1.407188, 5.640998, -0.503341)  -0.05
H (-0.227119, 2.599212, -1.334311)  0.06
H (0.842883, 3.772133, -0.563592)  0.09
H (-0.038329, 4.229425, -2.005782)  0.08
H (-3.421136, 4.140598, -0.274483)  0.11
H (-2.767828, 3.360052, -1.795437)  0.12
H (-2.237979, 1.506974, -0.841775)  0.08
H (-3.891106, 1.639887, -0.397181)  0.10
H (-2.649637, 0.829976, 1.390327)  0.11
H (-3.457200, 2.422198, 1.621116)  0.12
H (-0.899826, 3.412092, 3.722079)  0.07
H (-2.391651, 2.473677, 3.761709)  0.07
H (-0.973670, 1.635956, 3.749275)  0.08
H (0.798674, 2.119159, 1.756030)  0.09
H (-0.164067, 0.598096, 1.923568)  0.07
H (-0.023134, 1.435570, 0.408192)  0.05
H (-0.586486, 6.220004, -0.079893)  0.07
H (-2.285275, 6.134557, -0.086870)  0.08
H (-1.420758, 5.865928, -1.569796)  0.08
H (-0.440095, 5.222869, 2.277285)  0.10
O (-1.253794, -4.600894, 1.511133)  -0.08
H (-1.648144, -4.758674, 0.653336)  -0.02
H (-0.333717, -4.840362, 1.399996)  -0.03
O (0.702684, -2.144150, -2.703499)  -0.11
H (0.715145, -2.991283, -3.148973)  0.02
H (0.413306, -2.345243, -1.813529)  -0.02
O (0.222278, -1.966701, 0.186985)  -0.10
H (-0.030387, -1.045539, 0.124865)  0.03
H (-0.583989, -2.449498, 0.005138)  0.01
O (-2.347124, -1.549771, -0.765064)  -0.19
H (-3.213361, -1.407022, -0.383626)  0.00
H (-2.355832, -1.042652, -1.576853)  -0.02
O (-1.909504, -4.509829, -1.491798)  -0.12
H (-2.271851, -4.703816, -2.356258)  0.03
H (-2.382554, -3.729453, -1.202896)  -0.01

Atoms 1-6, force components in eV/Å:
C 2.46 1.11 3.13
O 0.53 1.08 -0.41
N -0.39 -3.29 -5.57
N -1.85 1.73 3.01
H 0.21 -0.26 -0.50
H -0.63 -0.68 -0.22

Calculated values
Multiplicity ... 2
Net charge ... -1
LUMO energy (spin up / spin down) ... 2.49 / 2.40 eV
⟨S²⟩ ... 0.751
Orbital gap (spin up / spin down) ... 3.14 / 8.75 eV
HOMO energy (spin up / spin down) ... -0.7 / -6.4 eV